Entry 1:
C5H7OP | ωB97M-V with the def2-TZVPD basis set

The HOMO-LUMO gap (spin up / spin down) is 0.2916 / 0.2918 Ha. The calculation puts the relative energy (zero: lowest compared OMol25 entry of this formula, charge and spin) at 3.389 eV. As for the strongest force on any atom: 0.10034 Eh/bohr. The value obtained for the LUMO energy (spin up / spin down) is -0.418 / -0.420 eV.

Structure (ORCA input):
```
! RIJCOSX wB97M-V def2-TZVPD def2/J DEFGRID3
* xyz 0 1
C -0.06937 -1.00013 0.24468
C 1.23620 -1.19989 0.01274
C -0.04216 1.43050 0.10741
C -0.73054 0.29105 0.08937
C -2.23112 0.29847 0.08103
O 3.64881 0.22315 0.30318
P 2.34683 0.13777 -0.34838
H -0.56089 -1.85697 0.59087
H 1.78032 -2.19112 0.36463
H -0.29760 2.43032 0.04709
H -2.50495 -0.59593 0.48786
H -2.64285 0.28682 -0.99881
H -2.48367 1.18522 0.68076
H 2.55099 0.56074 -1.66244
*
```

=====

Entry 2:
C3H7BrNO | ωB97M-V with the def2-TZVPD basis set

The HOMO-LUMO gap is 0.3795 Ha. The calculation puts the relative energy (zero: lowest compared OMol25 entry of this formula, charge and spin) at 1.276 eV. As for the strongest force on any atom: 0.08806 Eh/bohr. The value obtained for the LUMO energy is -3.931 eV. As for the SMILES: C=C(Br)[C@H]([NH3+])O.

Structure (ORCA input):
```
! RIJCOSX wB97M-V def2-TZVPD def2/J DEFGRID3
* xyz 1 1
C 2.04097 -0.76971 -0.01867
C 0.97877 -0.31821 0.53589
Br 0.81158 0.07087 2.45543
C -0.43961 -0.22732 -0.19975
N -1.24157 0.87642 0.32106
O -1.09408 -1.43866 -0.08791
H 3.01083 -0.87374 0.42356
H 2.03750 -0.89883 -1.12433
H -0.20048 -0.08529 -1.35444
H -2.28530 0.64310 0.14274
H -1.18601 0.95718 1.32770
H -0.83001 1.69322 -0.14387
H -1.59148 -1.40169 0.75810
*
```

=====

Entry 3:
C6H9P | ωB97M-V with the def2-TZVPD basis set

The HOMO-LUMO gap (spin up / spin down) is 0.2682 / 0.3010 Ha. The calculation puts the relative energy (zero: lowest compared OMol25 entry of this formula, charge and spin) at 4.616 eV. As for the strongest force on any atom: 0.11696 Eh/bohr. The value obtained for the LUMO energy (spin up / spin down) is 0.131 / -0.077 eV.

Structure (ORCA input):
```
! RIJCOSX wB97M-V def2-TZVPD def2/J DEFGRID3
* xyz 0 1
C -0.48745 1.60141 0.32418
C 0.86082 1.62830 0.36408
C -1.78115 -0.68208 0.28266
C 1.87572 -0.99592 0.86284
C -0.03815 -0.39946 -1.25387
C -1.14243 0.42623 -0.48114
P 1.57008 0.10184 -0.40267
H -1.14993 2.14231 0.99311
H 1.49047 2.22328 0.82930
H -2.01547 -1.42276 -0.41045
H -1.20686 -1.08024 1.24195
H 2.05135 -0.86386 1.91635
H 1.79793 -2.01361 0.47878
H -0.08337 -1.47814 -1.09043
H 0.05594 0.00444 -2.37922
H -1.79749 0.80826 -1.27547
*
```

=====

Entry 4:
C4H9N | ωB97M-V with the def2-TZVPD basis set

The HOMO-LUMO gap is 0.3817 Ha. The calculation puts the relative energy (zero: lowest compared OMol25 entry of this formula, charge and spin) at 3.217 eV. As for the strongest force on any atom: 0.11999 Eh/bohr. The value obtained for the LUMO energy is 0.913 eV. As for the SMILES: C=CC.C=N.

Structure (ORCA input):
```
! RIJCOSX wB97M-V def2-TZVPD def2/J DEFGRID3
* xyz 0 1
C -0.99345 -3.16690 -0.28893
C -2.06065 -2.43940 0.21616
C -1.79493 -0.97767 0.73357
H -1.26318 -3.75367 -1.19913
H 0.07517 -2.66724 -0.29879
H -2.97896 -2.49030 -0.19312
H -1.19418 -0.35772 0.08977
H -1.11697 -1.03727 1.66117
H -2.70270 -0.26961 1.02989
C 3.21769 3.48571 -0.21021
N 2.24137 3.17233 -0.99608
H 4.22523 3.06460 -0.54212
H 3.02949 4.00908 0.76682
H 1.31608 3.42806 -0.76898
*
```

=====

Entry 5:
C3H3NO2 | ωB97M-V with the def2-TZVPD basis set

The HOMO-LUMO gap (spin up / spin down) is 0.2877 / 0.2876 Ha. The calculation puts the relative energy (zero: lowest compared OMol25 entry of this formula, charge and spin) at 4.903 eV. As for the strongest force on any atom: 0.02127 Eh/bohr. The value obtained for the LUMO energy (spin up / spin down) is -2.131 / -2.132 eV.

Structure (ORCA input):
```
! RIJCOSX wB97M-V def2-TZVPD def2/J DEFGRID3
* xyz 0 1
O -1.81604 -0.06517 0.43673
C -1.04742 0.96082 0.61308
O 0.11121 0.92389 1.05303
C 1.33931 -0.50636 -0.45498
C 0.18454 -1.16210 -0.58561
N -0.97222 -1.49711 -0.50800
H -1.50164 1.93103 0.31253
H 1.70264 0.14795 -1.24377
H 1.99961 -0.73296 0.37700
*
```

=====

Entry 6:
C19H25BrCl2EuN2O3 | ωB97M-V with the def2-TZVPD basis set

The HOMO-LUMO gap (spin up / spin down) is 0.1814 / 0.2372 Ha. The calculation puts the relative energy (zero: lowest compared OMol25 entry of this formula, charge and spin) at 0.000 eV. As for the strongest force on any atom: 0.00725 Eh/bohr. The value obtained for the LUMO energy (spin up / spin down) is -11.464 / -9.947 eV.

Structure (ORCA input):
```
! RIJCOSX wB97M-V def2-TZVPD def2/J DEFGRID3
* xyz 3 7
Eu -0.19473 0.29537 0.76989
C 2.37646 -1.91232 0.58128
O 1.08501 -1.65685 1.21077
C 0.44582 -2.90612 1.59314
C -0.80336 -2.55646 2.35361
O -1.47528 -1.56381 1.54428
C -2.87813 -1.31634 1.81945
C -3.42941 -0.66750 0.57491
O -2.51209 0.38981 0.20425
C -3.02104 1.21958 -0.87490
H 2.99392 -2.49209 1.26494
H 2.84111 -0.94690 0.40053
H 2.22139 -2.45345 -0.35174
H 1.13005 -3.48511 2.21462
H 0.21761 -3.46663 0.68375
H -0.59294 -2.14057 3.34216
H -1.44451 -3.43114 2.47343
H -2.95578 -0.67179 2.69872
H -3.38004 -2.26315 2.02083
H -4.41687 -0.24422 0.76631
H -3.49473 -1.37512 -0.25474
H -3.92313 1.73057 -0.54284
H -3.21660 0.59933 -1.74891
H -2.24986 1.95258 -1.11599
Br -2.09239 -2.53298 -5.83910
C -1.24127 -1.55769 -4.49545
C -0.42174 -0.47922 -4.83700
C 0.22978 0.25039 -3.85958
C 0.05332 -0.10109 -2.52249
C -0.78429 -1.15810 -2.18147
C -1.42705 -1.90057 -3.15844
N 0.72775 0.54632 -1.44118
C 1.78326 1.25685 -1.60176
C 2.47179 1.85148 -0.44773
C 3.61267 2.60743 -0.63446
C 4.27201 3.11833 0.48220
C 3.76769 2.83646 1.73635
C 2.61216 2.06924 1.83942
N 1.95365 1.58575 0.78109
H -0.29690 -0.21350 -5.87773
H 0.84072 1.09082 -4.15880
H -0.93774 -1.47167 -1.14383
H -2.05698 -2.73767 -2.89323
H 2.22720 1.41209 -2.58245
H 3.99071 2.79387 -1.63070
H 5.16672 3.71499 0.36342
H 4.25056 3.19399 2.63488
H 2.21447 1.82589 2.81630
Cl -0.17676 0.71899 3.62789
C -0.88399 2.37761 3.53642
Cl -1.18644 2.84257 1.83756
H -0.16010 3.06502 3.95948
H -1.83167 2.35671 4.06267
*
```